--- w ---
{
  "formula": "C6H14NO",
  "method": "ωB97M-V with the def2-TZVPD basis set",
  "charge": -1,
  "multiplicity": 1,
  "orbital_gap_ev": 5.42,
  "e_lumo_ev": 3.4169,
  "elements": ["C", "O", "C", "C", "C", "C", "C", "N", "H", "H", "H", "H", "H", "H", "H", "H", "H", "H", "H", "H", "H", "H"],
  "coordinates": [[0.725, 1.848, 2.358], [0.540, 1.217, 3.539], [-0.462, 1.492, 1.346], [-0.032, 0.387, 0.338], [-1.098, 0.181, -0.750], [-0.612, -0.617, -1.982], [-0.042, -1.984, -1.668], [0.901, -2.475, -2.703], [1.739, 1.554, 1.995], [0.569, 2.972, 2.493], [-0.710, 2.361, 0.725], [-1.192, 1.073, 2.032], [0.803, 0.836, -0.227], [0.371, -0.472, 0.872], [-1.459, 1.149, -1.099], [-1.941, -0.346, -0.284], [-1.525, -0.808, -2.569], [0.017, 0.074, -2.540], [-0.736, -2.820, -1.526], [0.505, -2.072, -0.730], [1.780, -2.006, -2.773], [0.477, -2.352, -3.616]],
  "nbo_charge": [-0.017, -0.977, -0.449, -0.411, -0.381, -0.423, -0.230, -0.844, 0.093, 0.058, 0.156, 0.218, 0.165, 0.209, 0.194, 0.182, 0.187, 0.198, 0.187, 0.202, 0.348, 0.334]
}



--- x ---
{
  "formula": "C6H14NO",
  "method": "ωB97M-V with the def2-TZVPD basis set",
  "charge": -1,
  "multiplicity": 1,
  "orbital_gap_ev": 5.15,
  "e_lumo_ev": 2.9928,
  "elements": ["C", "C", "C", "O", "C", "N", "C", "C", "H", "H", "H", "H", "H", "H", "H", "H", "H", "H", "H", "H", "H", "H"],
  "coordinates": [[-0.789, 1.575, -0.577], [-1.477, 0.963, 0.582], [-1.364, 1.705, 1.939], [-1.722, 2.989, 1.903], [-0.247, 0.283, 0.002], [1.746, -1.699, -2.075], [2.309, -1.916, -0.946], [2.430, -3.280, -0.296], [-0.176, 2.454, -0.463], [-1.228, 1.452, -1.563], [-3.002, 3.495, -0.716], [-2.395, 0.467, 0.327], [-1.971, 1.094, 2.668], [-0.314, 1.497, 2.304], [-0.426, -0.596, -0.617], [0.690, 0.350, 0.549], [-3.519, 2.953, -0.675], [0.993, -1.836, -1.242], [3.076, -1.169, -0.675], [2.796, -3.168, 0.718], [1.449, -3.757, -0.271], [3.142, -3.858, -0.875]],
  "nbo_charge": [-0.409, -0.241, 0.001, -0.946, -0.455, -0.623, 0.115, -0.684, 0.217, 0.185, 0.022, 0.181, 0.065, 0.051, 0.166, 0.195, -0.025, 0.385, 0.133, 0.213, 0.221, 0.233]
}



Most stable: w. Least stable: x.